[1]
This record from the OMol25 dataset describes a molecular structure, C5H8O2. The level of theory is ωB97M-V/def2-TZVPD.

Computed properties:
- strongest force on any atom (Eh/bohr) = 0.0071
- energy relative to the best compared isomer or geometry (same formula, charge and spin) (kcal per mole) = 133.3
- multiplicity = 1

Last column: Mulliken charge in e.
Geometry (Å):
C: -1.29 0.11 0.82  -1.124
C: -0.46 -1.35 -0.06  -0.281
C: 0.00 -0.56 -1.31  -0.524
C: 0.33 0.41 -0.27  0.446
O: 0.36 1.76 -0.39  -0.503
C: 1.35 -0.26 0.62  -0.485
O: 0.72 -1.53 0.67  -0.271
H: -2.20 0.17 0.23  0.344
H: -1.05 1.12 1.19  0.444
H: -1.46 -0.50 1.71  0.369
H: 0.83 -1.02 -1.84  0.239
H: -0.83 -0.28 -1.96  0.363
H: -0.04 2.01 -1.24  0.365
H: 2.36 -0.27 0.19  0.315
H: 1.39 0.17 1.63  0.303

[2]
This record from the OMol25 dataset describes a single C3H7NO3 molecule at a distorted geometry. The level of theory is ωB97M-V/def2-TZVPD.

Computed properties:
- strongest force on any atom (Eh/bohr) = 0.0609
- energy relative to the best compared isomer or geometry (same formula, charge and spin) (kcal per mole) = 95.5
- multiplicity = 1
- structure (SMILES) = CN(C)C(=O)OO

Last column: Mulliken charge in e.
Geometry (Å):
C: 1.06 -0.99 -0.58  0.697
C: 0.14 0.07 1.40  -0.902
C: -0.79 0.60 -0.86  -0.944
N: 0.07 -0.20 -0.06  0.118
O: 1.96 -1.58 -0.08  -0.617
O: 1.80 -2.00 -2.63  -0.378
O: 0.82 -1.18 -1.98  -0.200
H: -0.84 0.13 1.97  0.280
H: 0.72 -0.71 1.83  0.331
H: 0.70 1.04 1.65  0.295
H: -0.25 1.52 -1.08  0.336
H: -1.06 0.09 -1.80  0.287
H: -1.66 0.90 -0.41  0.355
H: 2.34 -2.51 -1.97  0.343

[3]
This record from the OMol25 dataset describes 2 unconnected molecules or ions with the total composition Br2H4Si2 at a distorted geometry. The level of theory is ωB97M-V/def2-TZVPD.

Computed properties:
- strongest force on any atom (Eh/bohr) = 0.0268
- energy relative to the best compared isomer or geometry (same formula, charge and spin) (kcal per mole) = 45.7
- multiplicity = 1

Last column: Mulliken charge in e.
Geometry (Å):
Si: -1.81 -0.33 0.90  0.464
Si: 3.45 -0.09 -1.45  0.223
Br: 3.01 1.11 0.41  -0.167
Br: -1.87 -0.42 -1.28  -0.200
H: -1.56 -1.67 1.36  -0.091
H: -0.72 0.64 1.27  -0.090
H: -3.20 0.12 1.27  -0.081
H: 2.70 0.63 -2.48  -0.057